No. 1
C22H26N2O2 | wB97M-V/def2-TZVPD

Calculated values
Structure (SMILES) ... CCCC(=O)N1c2ccccc2[C@@H](N(C(C)=O)c2ccccc2)C[C@H]1C
HOMO-LUMO gap ... 9.181 eV
ΔE to the lowest compared entry with this formula, charge and spin ... 11.4 kcal/mol
E ... -30312.714 eV

Geometry (Å):
C: -3.430 -2.425 -0.776
C: -4.590 -1.441 -0.702
H: -5.205 -1.665 0.171
H: -5.212 -1.537 -1.594
C: -4.093 0.005 -0.596
C: -3.380 0.177 0.730
O: -3.914 -0.107 1.784
N: -2.072 0.574 0.698
C: -1.402 1.097 -0.414
C: -1.937 2.131 -1.174
C: -1.254 2.594 -2.285
C: -0.040 2.030 -2.634
C: 0.511 1.025 -1.857
C: -0.149 0.561 -0.734
C: 0.346 -0.484 0.231
N: 1.681 -1.013 -0.024
C: 1.765 -2.313 -0.440
O: 0.774 -2.974 -0.674
C: 3.158 -2.888 -0.553
H: 3.622 -2.574 -1.485
H: 3.787 -2.572 0.274
H: 3.073 -3.972 -0.563
C: 2.847 -0.225 0.182
C: 3.634 0.151 -0.904
C: 4.771 0.916 -0.721
C: 5.147 1.312 0.551
C: 4.391 0.913 1.639
C: 3.256 0.142 1.460
H: 2.705 -0.193 2.323
H: 4.691 1.193 2.638
H: 6.031 1.914 0.694
H: 5.366 1.201 -1.576
H: 3.366 -0.170 -1.900
C: 0.176 0.124 1.632
H: 0.749 1.053 1.682
H: 0.551 -0.564 2.389
C: -1.300 0.417 1.930
C: -1.453 1.664 2.800
H: -2.501 1.804 3.053
H: -1.096 2.543 2.266
H: -0.884 1.553 3.720
H: -1.753 -0.431 2.457
H: -0.312 -1.363 0.149
H: 1.454 0.592 -2.141
H: 0.486 2.377 -3.511
H: -1.673 3.394 -2.877
H: -2.885 2.563 -0.891
H: -3.439 0.228 -1.437
H: -4.949 0.683 -0.617
H: -2.768 -2.185 -1.606
H: -3.798 -3.439 -0.913
H: -2.848 -2.399 0.143

Cartesian forces (eV/Å) of the 2 atoms listed first:
C -0.222 0.081 -0.014
C 0.113 0.023 0.019

No. 2
CH6N4S | wB97M-V/def2-TZVPD

Calculated values
HOMO-LUMO gap (spin up / spin down) ... 6.815 / 7.938 eV
ΔE to the lowest compared entry with this formula, charge and spin ... 117.7 kcal/mol
E ... -17923.696 eV

Geometry (Å):
C: 1.610 -0.356 -0.432
N: -1.503 -0.484 -0.566
N: -0.603 -0.254 0.131
N: -2.641 0.228 -0.513
N: 0.540 -0.370 0.603
S: 0.994 1.894 1.516
H: 2.455 -0.200 0.188
H: 1.601 -1.269 -1.069
H: 1.434 0.513 -1.126
H: -2.719 0.777 0.322
H: -3.421 -0.311 -0.701
H: 0.467 1.877 2.628

Cartesian forces (eV/Å) of the 2 atoms listed first:
C -1.174 0.918 -0.798
N -2.000 -3.299 -3.609

No. 3
C30H66O24S7 | wB97M-V/def2-TZVPD

Calculated values
Structure (SMILES) ... O=S1(=O)CCCC1.O=S1(=O)CCCC1.O=S1(=O)CCCC1.O=S1(=O)CCCC1.O=S1(=O)CCCC1.O=S1(=O)OCCO1.O=S1(=O)OCCO1.OCCO.OCCO.OCCO
HOMO-LUMO gap ... 9.255 eV
E ... -157156.059 eV

Geometry (Å):
C: -0.008 -1.158 1.407
C: 0.368 -0.477 0.104
C: -0.312 0.871 -0.143
S: -1.921 0.779 0.821
O: -3.131 0.522 -0.061
O: -1.891 1.779 1.835
C: -1.507 -0.884 1.666
H: 0.577 -0.600 2.139
H: 0.361 -2.181 1.468
H: 0.088 -1.159 -0.699
H: 1.457 -0.437 0.108
H: -0.608 1.034 -1.179
H: 0.290 1.699 0.231
H: -2.022 -1.595 1.019
H: -1.913 -0.775 2.672
C: 0.538 4.791 5.085
C: 0.934 3.628 4.174
C: 0.001 2.475 4.324
S: -0.469 2.494 6.120
O: 0.433 1.723 6.958
O: -1.906 2.202 6.161
C: -0.220 4.316 6.386
H: 0.083 5.538 4.436
H: 1.507 5.212 5.352
H: 1.869 3.200 4.537
H: 1.169 4.034 3.190
H: 0.354 1.473 4.079
H: -0.952 2.471 3.794
H: 0.477 4.449 7.214
H: -1.042 5.030 6.330
C: -1.276 -4.414 -5.274
C: -0.611 -5.231 -4.097
C: -0.152 -4.175 -3.090
S: -0.085 -2.527 -3.864
O: 1.334 -2.297 -4.159
O: -0.907 -1.597 -3.103
C: -0.655 -3.029 -5.538
H: -2.306 -4.231 -4.967
H: -1.397 -5.002 -6.183
H: 0.200 -5.861 -4.463
H: -1.369 -5.776 -3.535
H: 0.841 -4.462 -2.745
H: -0.774 -4.009 -2.211
H: 0.180 -3.083 -6.237
H: -1.126 -2.106 -5.877
C: -2.897 2.894 -3.753
C: -2.684 1.329 -4.073
C: -1.574 1.239 -5.091
S: -0.432 2.637 -4.541
O: 0.351 3.060 -5.749
O: 0.202 2.386 -3.234
C: -1.784 3.805 -4.451
H: -3.056 3.067 -2.689
H: -3.904 3.176 -4.060
H: -3.540 0.875 -4.572
H: -2.492 0.837 -3.119
H: -1.769 1.577 -6.109
H: -1.105 0.255 -5.084
H: -2.109 3.968 -5.478
H: -1.393 4.668 -3.913
C: 4.170 -0.075 5.672
C: 5.318 -0.764 5.072
C: 5.109 -0.938 3.568
S: 3.239 -0.959 3.300
O: 2.556 -2.220 2.927
O: 2.845 0.343 2.745
C: 2.965 -0.831 5.090
H: 4.050 0.969 5.380
H: 4.135 -0.075 6.762
H: 5.399 -1.688 5.644
H: 6.239 -0.250 5.350
H: 5.570 -1.916 3.424
H: 5.720 -0.308 2.921
H: 2.788 -1.862 5.397
H: 2.015 -0.299 5.060
C: -4.070 -2.195 -3.606
C: -4.223 -1.639 -2.217
O: -5.531 -1.928 -1.849
S: -6.557 -2.408 -2.998
O: -7.704 -1.558 -3.268
O: -6.736 -3.856 -2.823
O: -5.409 -2.089 -4.189
H: -3.821 -3.256 -3.614
H: -3.223 -1.696 -4.078
H: -4.029 -0.569 -2.150
H: -3.511 -2.089 -1.526
C: 4.356 -1.598 -2.737
C: 3.627 -0.618 -1.863
O: 4.161 -0.925 -0.543
S: 5.788 -1.225 -0.587
O: 6.287 -2.391 0.158
O: 6.523 0.022 -0.468
O: 5.728 -1.629 -2.284
H: 4.308 -1.153 -3.731
H: 3.756 -2.499 -2.866
H: 2.546 -0.749 -1.815
H: 3.835 0.411 -2.158
C: 0.334 -4.839 2.330
C: -0.336 -5.148 1.018
O: -1.535 -4.386 0.837
O: -0.360 -5.525 3.454
H: 0.413 -3.786 2.602
H: 1.360 -5.206 2.328
H: -0.526 -6.213 0.887
H: 0.449 -4.968 0.284
H: -2.329 -4.791 1.192
H: -1.309 -5.535 3.311
C: 4.811 4.213 0.695
C: 4.395 3.121 1.651
O: 3.566 2.166 0.840
O: 5.760 5.207 1.124
H: 3.907 4.753 0.411
H: 5.224 3.673 -0.156
H: 3.739 3.496 2.437
H: 5.269 2.643 2.092
H: 3.282 1.397 1.341
H: 6.225 5.754 0.486
C: -6.194 3.829 -0.393
C: -5.349 2.579 -0.371
O: -6.012 1.437 -0.718
O: -5.504 4.995 -0.020
H: -7.046 3.712 0.277
H: -6.484 4.112 -1.405
H: -4.663 2.329 0.438
H: -4.676 2.884 -1.172
H: -5.595 0.647 -0.366
H: -5.347 5.531 -0.800

Cartesian forces (eV/Å) of the 2 atoms listed first:
C -0.272 2.137 1.446
C 0.006 -1.005 -1.048